45
Properties=species:S:1:pos:R:3 method="wB97M-V/def2-TZVPD" gap_ha=0.2249 total_energy_ha=-1746.255249 charge=+3
Hf -0.544 1.363 1.162
I -1.763 -4.848 2.751
C -1.229 -2.858 2.728
C -2.215 -1.877 2.938
C -1.823 -0.561 2.985
I -3.158 1.063 2.812
C -0.463 -0.202 2.878
O -0.109 1.124 3.017
C 0.469 -1.158 2.429
C 1.792 -0.714 1.828
N 1.613 0.645 1.195
C 2.294 0.932 -0.093
C 1.859 2.320 -0.519
C 2.648 3.137 -1.293
C 2.188 4.406 -1.631
C 0.944 4.837 -1.181
C 0.198 3.981 -0.413
N 0.638 2.739 -0.078
C 0.076 -2.488 2.397
H -3.256 -2.159 3.031
H 2.603 -0.677 2.556
H 2.074 -1.422 1.047
H 1.984 1.313 1.874
H 3.379 0.884 0.004
H 1.997 0.181 -0.831
H 3.621 2.796 -1.621
H 2.806 5.062 -2.233
H 0.566 5.822 -1.417
H -0.773 4.284 -0.033
H 0.780 -3.245 2.072
N -0.148 -3.883 -2.787
C 0.050 -2.932 -1.876
O 0.992 -2.898 -1.099
C -0.975 -1.810 -1.770
C -2.061 -1.514 -2.581
C -2.847 -0.396 -2.291
C -2.528 0.400 -1.217
N -1.467 0.114 -0.420
C -0.741 -0.979 -0.700
H 0.530 -4.629 -2.858
H -0.951 -3.925 -3.390
H -2.316 -2.123 -3.441
H -3.703 -0.145 -2.902
H -3.122 1.271 -0.970
H 0.092 -1.236 -0.058



8
Properties=species:S:1:pos:R:3 method="wB97M-V/def2-TZVPD" gap_ha="0.3463 / 0.3463" total_energy_ha=-316.327072 charge=0
N 0.854 0.240 -0.046
N -0.884 -0.484 -0.101
N 0.647 1.404 -0.159
O 1.768 -0.547 -0.023
O -1.745 0.451 -0.091
H -0.712 -1.157 0.703
H -0.819 -1.052 -0.929
H 1.418 1.945 -0.058



113
Properties=species:S:1:pos:R:3 method="wB97M-V/def2-TZVPD" gap_ha="0.1785 / 0.1785" total_energy_ha=-3593.230712 charge=+1
Sc 0.139 0.593 0.361
C -0.356 -5.447 3.610
N -0.029 -4.653 2.430
C 0.279 -5.425 1.223
C 0.077 -3.330 2.484
N -0.064 -2.584 1.291
C -1.395 -2.739 0.664
C -1.557 -2.091 -0.708
N -1.446 -0.617 -0.881
C -1.601 -0.373 -2.343
C -0.769 0.789 -2.888
N 0.598 0.564 -2.455
C 1.518 0.558 -3.370
N 1.374 1.197 -4.571
C 1.990 0.677 -5.782
C 0.754 2.500 -4.710
N 2.729 -0.094 -3.146
C 2.786 -1.540 -3.343
C 3.958 0.596 -3.495
C -2.533 0.066 -0.151
C -2.576 1.579 -0.392
N -1.250 2.161 -0.245
C -1.064 3.409 -0.555
N -2.093 4.257 -0.900
C -3.211 4.503 -0.004
C -1.987 5.145 -2.043
N 0.195 3.919 -0.626
C 0.454 5.326 -0.356
C 1.378 3.082 -0.556
N 0.361 -2.734 3.641
C 1.259 -3.327 4.623
C -0.207 -1.443 3.995
H -1.118 -6.172 3.325
H -0.762 -4.817 4.395
H 0.506 -5.998 3.991
H 1.339 -5.687 1.199
H 0.037 -4.890 0.304
H -0.298 -6.346 1.238
H -2.125 -2.358 1.385
H -1.627 -3.793 0.483
H -2.542 -2.420 -1.064
H -0.822 -2.552 -1.372
H -2.660 -0.227 -2.585
H -1.259 -1.263 -2.870
H -1.141 1.752 -2.541
H -0.872 0.765 -3.978
H 2.124 -0.399 -5.708
H 2.953 1.147 -6.002
H 1.318 0.869 -6.619
H 0.423 2.867 -3.740
H -0.103 2.464 -5.388
H 1.481 3.207 -5.121
H 1.811 -1.986 -3.154
H 3.507 -1.985 -2.660
H 3.097 -1.788 -4.365
H 4.359 0.292 -4.469
H 4.712 0.368 -2.738
H 3.800 1.674 -3.498
H -2.387 -0.112 0.923
H -3.506 -0.353 -0.439
H -3.271 1.994 0.339
H -2.994 1.800 -1.380
H -3.027 4.041 0.966
H -4.153 4.128 -0.416
H -3.319 5.579 0.155
H -1.143 4.853 -2.665
H -1.869 6.194 -1.755
H -2.899 5.062 -2.638
H -0.429 5.811 0.049
H 0.776 5.853 -1.257
H 1.247 5.406 0.390
H 1.150 2.064 -0.889
H 1.788 3.053 0.463
H 2.138 3.493 -1.222
H 1.800 -4.162 4.187
H 0.734 -3.660 5.520
H 1.984 -2.565 4.908
H -1.131 -1.579 4.563
H -0.414 -0.865 3.114
H 0.493 -0.876 4.603
N 4.062 -1.800 1.375
C 3.028 -0.896 1.175
S 1.939 -1.290 -0.202
N 2.842 0.095 1.939
N 1.704 0.853 1.803
C 1.607 1.873 2.731
C 2.732 2.210 3.652
C 3.568 3.296 3.410
C 4.588 3.624 4.294
C 4.795 2.863 5.433
C 3.982 1.765 5.677
C 2.961 1.446 4.795
C 0.345 2.427 2.917
C 0.120 3.570 3.753
C -1.146 3.964 4.048
C -2.239 3.224 3.523
C -1.964 2.163 2.704
N -0.735 1.755 2.342
H 4.421 -2.235 0.538
H 4.775 -1.464 2.007
H 3.419 3.889 2.515
H 5.219 4.480 4.089
H 5.588 3.119 6.124
H 4.139 1.163 6.563
H 2.328 0.592 5.003
H 0.980 4.094 4.144
H -1.324 4.818 4.689
H -3.261 3.475 3.769
H -2.796 1.578 2.319
I 0.314 -4.748 -2.408
C 1.123 -2.801 0.453
H 1.894 -3.318 1.024
H 0.893 -3.383 -0.458



57
Properties=species:S:1:pos:R:3 method="wB97M-V/def2-TZVPD" gap_ha="0.2305 / 0.1406" total_energy_ha=-2383.362854 charge=+1
Ca -0.382 -0.513 0.420
P -1.861 0.645 -1.705
C -0.733 -0.117 -2.854
C 0.653 -0.309 -2.537
N 1.226 -0.474 -1.270
C 2.569 -0.288 -1.110
C 3.408 -0.117 -2.221
C 2.864 -0.163 -3.498
C 1.512 -0.332 -3.670
C 3.148 -0.244 0.308
P 2.052 -1.013 1.636
H 1.006 -0.334 -4.619
H 4.496 0.025 -2.046
H 3.495 -0.043 -4.384
H 4.144 -0.744 0.306
H 3.361 0.816 0.584
H -1.101 -2.328 -1.951
H -1.171 -0.862 -3.619
H -0.244 -3.784 0.831
O -1.208 -2.639 -1.066
H -1.221 -3.513 -1.479
H 0.246 -2.368 1.698
O 0.018 -3.510 1.667
H -0.656 -3.886 2.289
C 2.864 -2.643 1.622
H 3.948 -2.520 1.773
H 2.484 -3.276 2.439
H 2.729 -3.149 0.652
C 2.945 -0.253 3.046
H 2.434 -0.526 3.976
H 3.994 -0.579 3.118
H 2.941 0.842 2.967
C -1.368 2.273 -2.392
H -1.843 2.294 -3.386
H -1.725 3.024 -1.682
H -0.268 2.266 -2.489
C -3.491 0.269 -2.446
H -4.248 0.669 -1.756
H -3.533 0.788 -3.411
H -3.646 -0.814 -2.570
C -4.179 2.885 3.083
C -4.119 1.601 2.500
C -2.941 1.144 1.922
C -1.775 1.974 1.894
C -0.575 1.636 1.261
C 0.526 2.434 1.193
C 0.469 3.713 1.822
C -0.690 4.122 2.452
C -1.841 3.289 2.501
C -3.056 3.707 3.084
H -5.106 3.232 3.535
H -5.005 0.964 2.508
H -2.913 0.145 1.460
H 1.438 2.135 0.671
H 1.347 4.355 1.786
H -0.752 5.104 2.926
H -3.091 4.700 3.534



15
Properties=species:S:1:pos:R:3 method="wB97M-V/def2-TZVPD" gap_ha=0.3342 total_energy_ha=-317.150732 charge=0
C -1.622 -1.209 -1.188
N -0.616 0.637 1.605
N -1.297 -0.157 0.832
N -0.818 -0.338 -0.353
H -1.132 0.716 2.476
H 0.656 1.321 0.773
H -2.496 -1.568 -0.638
H -1.965 -0.679 -2.083
H -1.035 -2.073 -1.518
N 1.273 1.118 -0.098
N 2.405 0.340 0.360
H 2.506 -0.443 -0.279
H 1.602 1.945 -0.588
H 0.422 0.442 -0.555
H 2.116 -0.051 1.255



40
Properties=species:S:1:pos:R:3 method="wB97M-V/def2-TZVPD" gap_ha=0.3255 total_energy_ha=-821.496838 charge=+1
C -2.500 -1.067 -0.337
C -2.189 -1.102 1.147
C -1.135 -0.220 1.785
C 0.183 -0.228 0.967
N 0.751 -1.610 0.979
C 1.092 -2.417 -0.026
N 1.298 -1.838 -1.298
N -3.392 -0.016 -0.686
H -1.627 -1.164 -0.935
H -3.069 -2.065 -0.661
H -3.124 -0.944 1.781
H -2.097 -2.262 1.467
H -0.921 -0.542 2.806
H -1.400 0.823 1.917
H 0.106 0.231 -0.034
H 1.047 0.482 1.623
H 1.024 -1.788 1.944
H 1.042 -3.587 0.156
H 1.291 -2.348 -2.111
H 1.287 -0.771 -1.230
H -2.960 0.767 -1.212
H -3.761 0.404 0.151
H -0.484 -0.258 -2.779
H -0.011 -0.700 -4.140
O 0.120 -0.913 -3.199
H 4.095 -2.289 1.743
H 4.414 -2.920 0.502
O 3.664 -2.709 1.061
H 1.244 3.257 0.566
H -0.150 3.653 0.247
O 0.537 2.860 -0.036
H 2.904 1.559 -1.192
H 1.464 1.336 -1.614
O 2.156 0.890 -1.168
H -1.580 2.410 -1.284
H -2.153 2.499 -2.758
O -1.617 1.954 -2.177
H 1.975 4.107 2.729
H 0.972 3.143 3.045
O 1.504 3.384 2.263



10
Properties=species:S:1:pos:R:3 method="wB97M-V/def2-TZVPD" gap_ha=0.3019 total_energy_ha=-984.395997 charge=0
C 0.722 0.258 -0.101
C -0.887 0.277 -0.129
H 0.976 -1.386 1.132
H 2.368 -1.143 0.088
H 0.591 1.998 -0.968
H -2.956 -0.884 0.235
N 1.285 -0.838 0.474
N 1.226 1.355 -0.621
S -1.656 -1.148 -0.350
S -1.669 1.511 0.239



25
Properties=species:S:1:pos:R:3 method="wB97M-V/def2-TZVPD" s2=0.758 spin_multiplicity=2 gap_ha="0.0923 / 0.2595" total_energy_ha=-501.739274 charge=-1
C 1.243 -3.819 -0.829
C -0.448 0.119 -1.456
C 0.777 -0.055 -0.806
C -1.054 -1.004 -1.993
C 1.282 -1.383 -0.683
C -0.672 -2.306 -1.772
C 0.562 -2.499 -1.113
O -0.891 1.344 -1.873
H -0.130 1.947 -2.062
H 1.330 0.808 -0.459
H -2.058 -0.838 -2.390
H 2.261 -1.577 -0.275
H -1.342 -3.045 -2.192
H 0.507 -4.464 -0.335
H 2.164 -3.796 -0.259
H 1.438 -4.373 -1.757
C -0.598 3.100 2.674
C -0.704 2.574 4.117
O 0.593 2.567 2.076
H -1.497 2.975 2.087
H -0.330 4.150 2.750
H -1.697 2.710 4.556
H 0.357 1.892 1.440
H 0.003 3.133 4.727
H -0.586 1.489 4.134



34
Properties=species:S:1:pos:R:3 method="wB97M-V/def2-TZVPD" gap_ha=0.1262 total_energy_ha=-1635.688908 charge=-1
F -2.674 0.953 2.260
C -1.522 0.259 2.206
C -1.511 -1.082 2.366
F -2.654 -1.776 2.532
C -0.274 -1.856 2.388
O -0.262 -3.092 2.472
C 0.947 -1.059 2.318
F 2.107 -1.731 2.444
C 0.931 0.283 2.152
F 2.071 0.998 2.150
C -0.304 1.047 2.019
O -0.339 2.291 1.986
C 3.305 -1.004 -2.566
C 2.563 0.312 -2.564
O 1.251 0.110 -2.000
P 0.120 1.248 -2.250
C 0.287 2.386 -0.907
C 0.951 3.583 -1.114
N 1.517 4.614 -1.236
O 0.108 1.790 -3.627
O -1.209 0.440 -1.806
C -1.553 -0.743 -2.570
C -3.053 -0.916 -2.607
H 4.257 -0.873 -3.081
H 3.507 -1.333 -1.543
H 2.726 -1.775 -3.084
H 3.096 1.059 -1.961
H 2.450 0.695 -3.588
H -0.246 2.246 0.013
H -1.164 -0.635 -3.598
H -1.067 -1.600 -2.082
H -3.284 -1.880 -3.064
H -3.481 -0.888 -1.602
H -3.510 -0.131 -3.217



19
Properties=species:S:1:pos:R:3 method="wB97M-V/def2-TZVPD" gap_ha=0.4268 total_energy_ha=-306.587496 charge=+1
C 0.411 0.640 1.280
C -0.986 0.287 1.102
C -1.047 -1.118 0.789
N -0.348 -1.516 -0.446
N 1.170 0.743 -0.007
H 0.983 -0.131 1.822
H 0.472 1.486 1.939
H -1.438 0.960 0.367
H -1.701 0.569 1.944
H -0.563 -1.660 1.685
H -2.162 -1.355 0.815
H -0.974 -1.832 -1.114
H 0.153 -2.429 -0.327
H 2.153 0.717 0.118
H 0.879 -0.215 -0.572
H 0.864 1.487 -0.554
H 0.257 1.713 -3.222
H 0.950 0.396 -2.951
O 0.928 1.260 -2.669



13
Properties=species:S:1:pos:R:3 method="wB97M-V/def2-TZVPD" smiles=OCCCS gap_ha=0.3659 total_energy_ha=-592.511363 charge=0
O 2.289 0.936 0.221
C 0.884 1.033 0.172
C 0.223 -0.322 0.014
C -1.296 -0.219 0.084
S -2.128 -1.809 0.389
H 2.675 0.607 -0.598
H 0.616 1.515 1.106
H 0.530 1.664 -0.649
H 0.486 -0.672 -0.979
H 0.600 -0.961 0.807
H -1.745 0.199 -0.824
H -1.608 0.479 0.871
H -1.525 -2.452 -0.613



80
Properties=species:S:1:pos:R:3 method="wB97M-V/def2-TZVPD" gap_ha=0.0714 total_energy_ha=-78431.161199 charge=-1
C 2.675 2.108 3.116
C 4.036 1.885 2.344
N 3.931 0.605 1.656
C 5.294 0.110 1.199
C 6.077 -0.425 2.436
N 7.471 0.125 2.366
C 7.524 1.467 2.930
C 4.982 -1.030 0.204
S 4.346 -2.639 0.870
C 3.319 -2.380 2.349
C 1.868 -1.904 1.985
H 2.594 1.257 3.813
H 2.654 3.079 3.638
H 1.854 1.979 2.386
H 4.822 1.894 3.107
H 4.118 2.745 1.637
H 3.385 0.798 0.824
H 6.211 -1.526 2.445
H 5.597 -0.129 3.400
H 7.998 -0.451 3.027
H 8.559 1.855 2.993
H 6.974 2.162 2.270
H 7.063 1.557 3.943
H 5.924 -1.274 -0.320
H 4.277 -0.674 -0.572
H 3.197 -3.283 2.972
H 3.728 -1.598 3.014
H 1.615 -2.376 1.023
H 1.130 -2.221 2.745
H 1.818 -0.813 1.852
C -2.044 -4.562 0.178
Br -2.019 -2.635 0.321
Br -3.225 -5.164 -1.234
Br -0.260 -5.280 -0.026
H -2.439 -4.946 1.108
C -5.717 -0.702 0.358
Br -4.390 0.122 -0.779
Br -5.954 -2.578 -0.049
Br -5.326 -0.415 2.232
H -6.659 -0.213 0.151
C -1.585 3.862 2.326
Br 0.199 3.664 1.605
Br -2.675 2.284 2.066
Br -1.539 4.402 4.185
H -2.064 4.662 1.777
C 7.637 -5.179 2.644
Br 8.652 -3.672 3.309
Br 5.804 -5.131 3.254
Br 7.745 -5.320 0.718
H 8.087 -6.072 3.055
C -9.658 -0.727 -0.937
Br -8.389 0.076 -2.157
Br -9.881 -2.617 -1.277
Br -9.199 -0.379 0.911
H -10.618 -0.258 -1.121
C -3.481 1.687 -4.773
Br -5.288 1.053 -4.492
Br -2.771 2.518 -3.179
Br -2.324 0.286 -5.431
H -3.520 2.450 -5.542
C 3.106 1.410 7.348
Br 3.338 2.564 8.886
Br 1.346 1.613 6.570
Br 4.517 1.660 6.049
H 3.179 0.391 7.704
C -0.279 -0.263 -9.024
Br -0.114 -1.555 -7.594
Br -0.355 -1.122 -10.756
Br -1.779 0.926 -8.749
H 0.616 0.344 -9.009
C -2.234 5.547 -7.342
Br -0.570 4.642 -6.960
Br -2.486 5.821 -9.240
Br -3.740 4.627 -6.548
H -2.181 6.525 -6.882
C -12.960 -0.959 -3.926
Br -11.229 -1.176 -4.758
Br -14.038 -2.557 -4.080
Br -12.803 -0.380 -2.085
H -13.475 -0.173 -4.462